Entry from the Open Molecules 2025 dataset: 3 unconnected molecules or ions with the total composition C19H38BBrN5O11P2 in a non-equilibrium geometry (wB97M-V/def2-TZVPD).

Properties
electronic energy	-139592.8309	eV
HOMO	-5.8	eV
frontier orbital gap	8.30	eV
net charge	-1
F_max	0.1268	Eh/bohr

Cartesian coordinates (Å):
1 C 5.48986 -3.61730 -0.16647
2 O 5.87731 -2.37227 0.44840
3 C 4.68702 -1.67602 0.86427
4 C 4.93667 -0.15255 0.60761
5 C 4.93453 0.07711 -0.95228
6 C 3.90716 1.13917 -1.46829
7 C 3.80181 2.44009 -0.59397
8 C 2.33709 2.75049 -0.11360
9 C 1.66049 1.53540 0.65271
10 C 0.23956 1.29058 0.02780
11 C -0.75161 0.48295 0.92371
12 P 0.10821 -0.37656 2.41308
13 N -0.58209 -1.95628 2.62797
14 O -0.24664 0.48384 3.82611
15 O -1.18827 -0.67767 0.20236
16 B -2.61159 -0.82273 0.08295
17 Br -3.64060 -1.81546 1.54536
18 P -3.17396 -1.73733 -1.55199
19 O -2.11140 -2.65808 -2.04720
20 O -3.73419 -0.70312 -2.71781
21 O -4.47241 -2.74350 -1.20653
22 O -3.07239 0.57410 0.28540
23 C -2.17755 1.17036 1.15287
24 O -2.73949 1.16896 2.49172
25 C -2.50938 2.33794 3.09693
26 N -1.97839 3.18952 3.60137
27 O -2.31704 2.59050 0.75679
28 C -2.69061 2.65376 -0.56315
29 N -2.69294 2.75629 -1.68135
30 H 6.34894 -4.31191 -0.27514
31 H 4.69186 -4.13454 0.40643
32 H 5.12934 -3.41742 -1.19869
33 H 3.87848 -2.00898 0.16931
34 H 4.40813 -1.88228 1.92060
35 H 5.97799 0.05104 0.95448
36 H 4.22696 0.48541 1.16625
37 H 4.70301 -0.89774 -1.44480
38 H 5.96299 0.33732 -1.27658
39 H 2.88657 0.72752 -1.64442
40 H 4.26428 1.45803 -2.47823
41 H 4.08956 3.30746 -1.23898
42 H 4.52847 2.45711 0.24820
43 H 1.70071 3.13742 -0.93756
44 H 2.43918 3.59381 0.61294
45 H 2.23649 0.60062 0.54626
46 H 1.61785 1.85603 1.71750
47 H 0.38499 0.68519 -0.89661
48 H -0.14539 2.27401 -0.30463
49 H 0.12842 -2.62455 2.90983
50 H -1.28368 -1.86250 3.36599
51 H 0.24635 0.03101 4.52721
52 H -3.85931 -1.25508 -3.51060
53 H -5.23985 -2.14493 -1.24113
54 C -5.89658 5.50901 2.39986
55 O -6.67961 6.31935 2.86244
56 N -6.24270 4.34380 1.81402
57 C -5.25468 3.42168 1.28211
58 C -7.64856 4.00239 1.71310
59 H -4.80659 5.67185 2.42568
60 H -5.43971 3.28045 0.21460
61 H -5.35990 2.46512 1.79932
62 H -4.24169 3.79086 1.41852
63 H -8.16853 4.77438 1.14231
64 H -8.08331 3.95908 2.71363
65 H -7.76850 3.03960 1.22010
66 C 3.08359 -5.01627 -3.14741
67 O 4.01349 -4.93732 -2.35865
68 N 1.88207 -4.43641 -2.99948
69 C 0.83192 -4.58498 -3.99128
70 C 1.62041 -3.63593 -1.81340
71 H 3.16625 -5.59653 -4.08212
72 H 0.55520 -3.60135 -4.37285
73 H -0.03841 -5.04675 -3.52881
74 H 1.17228 -5.20822 -4.82002
75 H 2.33940 -2.81328 -1.76806
76 H 1.74579 -4.25661 -0.92392
77 H 0.60684 -3.23816 -1.84204

The molecule's Löwdin atomic charges, reported in e, are given here:
1 C -0.1199
2 O -0.2143
3 C -0.2385
4 C -0.1644
5 C -0.1845
6 C -0.1976
7 C -0.2116
8 C -0.1911
9 C -0.2270
10 C -0.1117
11 C -0.3713
12 P 0.9603
13 N -0.1798
14 O -0.3139
15 O -0.0812
16 B -1.1843
17 Br 0.6834
18 P 0.5554
19 O -0.3349
20 O -0.1767
21 O -0.2497
22 O -0.0190
23 C -0.3897
24 O 0.0530
25 C -0.3402
26 N 0.2020
27 O 0.0075
28 C -0.3062
29 N 0.2096
30 H 0.0888
31 H 0.0898
32 H 0.0602
33 H 0.1026
34 H 0.1205
35 H 0.1128
36 H 0.0896
37 H 0.0992
38 H 0.1077
39 H 0.1035
40 H 0.1022
41 H 0.0995
42 H 0.1029
43 H 0.1058
44 H 0.1058
45 H 0.0689
46 H 0.0983
47 H 0.1389
48 H 0.1048
49 H 0.0220
50 H 0.0104
51 H 0.0394
52 H 0.0694
53 H 0.0550
54 C -0.3532
55 O -0.0048
56 N -0.1935
57 C -0.0505
58 C -0.0477
59 H 0.1355
60 H 0.0970
61 H 0.1010
62 H 0.0671
63 H 0.0894
64 H 0.0901
65 H 0.0856
66 C -0.3486
67 O -0.0144
68 N -0.1900
69 C -0.0512
70 C -0.0203
71 H 0.1274
72 H 0.0922
73 H 0.0919
74 H 0.0779
75 H 0.0811
76 H 0.0962
77 H 0.0800